Entry 1:
Entry from the Open Molecules 2025 dataset: C20H62NO15P3STa as an isolated structure (ωB97M-V with the def2-TZVPD basis set).

XYZ file:
```
103
Properties=species:S:1:pos:R:3
C -2.061 -1.098 2.769
C -0.663 -1.736 2.534
Ta 0.898 -0.398 1.517
S 0.372 1.572 3.067
C 2.425 -1.087 3.082
C 3.365 0.020 3.628
C 4.809 -0.399 3.567
O 5.700 0.628 3.981
C 5.939 1.609 2.990
P 1.483 -2.388 -0.102
N 2.774 -3.214 0.407
P -0.891 0.489 -0.113
C -0.343 1.934 -1.105
C -1.603 -0.791 -1.251
P 2.711 0.904 0.208
O 2.923 2.443 0.778
O 4.214 0.150 0.228
H -2.111 -0.046 2.542
H -2.324 -1.203 3.817
H -2.802 -1.648 2.204
H -0.272 -2.063 3.487
H -0.807 -2.651 1.966
H -0.379 2.347 2.273
H 1.861 -1.469 3.924
H 3.047 -1.906 2.728
H 3.150 0.168 4.682
H 3.219 0.988 3.163
H 5.070 -0.742 2.567
H 4.940 -1.252 4.220
H 7.000 1.667 2.777
H 5.441 1.371 2.056
H 5.568 2.576 3.319
H 0.402 -3.296 -0.175
H 1.758 -1.921 -1.425
H 2.504 -4.176 0.585
H -0.093 2.709 -0.395
H -1.113 2.317 -1.757
H 0.542 1.729 -1.701
H -1.459 -1.788 -0.868
H -1.220 -0.731 -2.263
H -2.674 -0.632 -1.315
H 3.049 2.462 1.743
H 4.097 -0.780 0.500
C -3.436 5.865 -0.919
C -2.053 5.425 -1.343
O -2.155 4.419 -2.350
O -4.200 4.764 -0.439
H -3.383 6.607 -0.121
H -3.962 6.303 -1.775
H -1.526 4.970 -0.504
H -1.468 6.265 -1.720
H -2.479 4.842 -3.154
H -3.960 4.010 -0.996
C -1.004 -4.549 -3.953
C -0.485 -4.571 -2.531
O -1.551 -4.269 -1.626
O -1.566 -3.282 -4.261
H -0.200 -4.739 -4.663
H -1.778 -5.320 -4.079
H 0.268 -3.798 -2.392
H -0.046 -5.541 -2.278
H -2.155 -5.020 -1.615
H -2.016 -2.983 -3.458
C 1.226 -4.451 4.737
C 0.179 -4.954 5.706
O -0.146 -6.323 5.428
O 0.775 -4.569 3.402
H 1.449 -3.400 4.919
H 2.154 -5.032 4.855
H -0.745 -4.391 5.583
H 0.523 -4.855 6.741
H 0.618 -6.858 5.673
H 0.285 -5.400 3.349
C 2.320 7.446 -3.653
C 1.264 6.855 -2.746
O 0.161 6.373 -3.522
O 1.774 8.497 -4.440
H 3.144 7.856 -3.070
H 2.715 6.669 -4.321
H 0.860 7.625 -2.090
H 1.675 6.047 -2.135
H 0.455 5.583 -3.990
H 0.882 8.212 -4.682
C 2.083 -7.705 0.140
C 2.211 -8.335 -1.232
O 3.498 -8.066 -1.788
O 2.295 -6.308 0.082
H 1.086 -7.875 0.548
H 2.822 -8.151 0.822
H 1.488 -7.892 -1.916
H 2.039 -9.416 -1.184
H 4.150 -8.569 -1.286
H 3.009 -6.151 -0.552
C -8.414 5.926 -2.935
C -7.217 5.051 -3.238
O -6.020 5.682 -2.787
O -8.269 7.200 -3.547
H -9.330 5.474 -3.316
H -8.512 6.060 -1.850
H -7.109 4.925 -4.315
H -7.322 4.066 -2.773
H -6.015 5.658 -1.820
H -7.333 7.429 -3.462
```

Its orbital gap is 5.49 eV. Its LUMO energy is 2.1 eV. The value obtained for the max |F| is 2.94 eV Å⁻¹. The total charge is -1.



Entry 2:
Entry from the Open Molecules 2025 dataset: a 11-piece molecular cluster, C20H62O20 overall (ωB97M-V with the def2-TZVPD basis set).

XYZ file:
```
102
Properties=species:S:1:pos:R:3
C 3.132 0.083 0.146
C 3.828 -0.555 1.390
O 2.901 -0.549 2.457
O 1.872 -0.493 -0.141
H 3.840 0.031 -0.678
H 3.006 1.130 0.343
H 4.700 0.068 1.621
H 4.014 -1.545 1.142
H 3.140 -1.256 3.063
H 1.828 -0.931 -1.015
C 5.058 -0.092 -6.285
C 4.464 -1.122 -5.397
O 3.820 -0.390 -4.376
O 3.956 0.437 -7.028
H 5.685 -0.492 -7.088
H 5.580 0.739 -5.817
H 5.167 -1.859 -4.975
H 3.671 -1.597 -5.999
H 3.351 -0.916 -3.710
H 3.294 0.719 -6.368
C -2.536 -2.391 -3.434
C -1.317 -3.308 -3.724
O -0.367 -3.071 -2.710
O -2.962 -2.735 -2.157
H -3.265 -2.547 -4.210
H -2.164 -1.346 -3.526
H -0.888 -2.929 -4.634
H -1.678 -4.276 -3.880
H -0.510 -3.478 -1.832
H -3.690 -2.110 -1.874
C -3.379 1.648 4.283
C -2.625 0.332 4.350
O -1.719 0.054 3.288
O -2.757 2.793 4.916
H -4.386 1.617 4.720
H -3.540 1.866 3.228
H -3.387 -0.457 4.275
H -2.170 0.374 5.416
H -0.991 0.698 3.344
H -2.066 3.232 4.367
C -1.428 4.816 -0.169
C -0.224 4.336 -1.015
O 0.669 5.504 -1.200
O -1.016 5.546 0.957
H -2.100 4.036 0.230
H -1.971 5.530 -0.809
H -0.495 3.885 -1.998
H 0.256 3.503 -0.501
H 0.929 5.453 -2.129
H -0.145 5.820 0.772
C 1.416 2.833 3.032
C 0.480 3.922 3.559
O -0.896 3.735 3.029
O 0.892 1.558 3.447
H 2.446 3.067 3.388
H 1.464 2.821 1.899
H 0.832 4.881 3.180
H 0.325 3.804 4.644
H -1.077 4.440 2.425
H 1.287 0.791 3.035
C -5.351 0.451 -0.918
C -4.949 1.564 -0.019
O -4.250 2.673 -0.601
O -4.137 -0.139 -1.512
H -5.878 0.833 -1.781
H -5.927 -0.368 -0.378
H -4.445 1.065 0.852
H -5.815 2.048 0.458
H -3.466 2.302 -1.031
H -3.521 -0.292 -0.738
C 2.426 -3.915 3.096
C 1.163 -3.225 2.719
O 1.213 -2.670 1.412
O 3.422 -2.952 3.482
H 2.850 -4.475 2.287
H 2.373 -4.586 3.957
H 0.766 -2.463 3.461
H 0.489 -4.059 2.679
H 1.485 -1.720 1.429
H 3.853 -3.078 4.340
C -0.671 0.881 -0.881
C -1.035 1.018 0.569
O -2.287 0.370 0.776
O -1.628 1.548 -1.703
H -0.579 -0.133 -1.087
H 0.270 1.316 -1.035
H -1.068 2.078 0.832
H -0.282 0.583 1.180
H -2.314 0.010 1.730
H -2.139 0.829 -2.191
C 3.159 -3.201 -2.059
O 2.255 -2.158 -2.434
H 2.688 -3.912 -1.469
H 3.403 -3.700 -2.996
H 4.037 -2.735 -1.542
H 1.374 -2.570 -2.537
C -1.865 -3.894 0.811
O -0.673 -3.958 -0.008
H -2.142 -2.863 1.154
H -2.717 -4.259 0.244
H -1.728 -4.442 1.810
H 0.091 -3.457 0.379
```

Its orbital gap is 9.78 eV. Its LUMO energy is 0.2 eV. Its structure (SMILES) is OCCO.OCCO.OCCO.OCCO.OCCO.OCCO.OCCO.OCCO.OCCO.CO.CO. Its energy above the lowest of the compared OMol25 structures with the same formula, charge and spin is 1.138 eV. The value obtained for the max |F| is 3.26 eV Å⁻¹. The total charge is 0.



Entry 3:
Entry from the Open Molecules 2025 dataset: a 9-piece molecular cluster, C20H63N5O9 overall (ωB97M-V with the def2-TZVPD basis set).

XYZ file:
```
97
Properties=species:S:1:pos:R:3
C -0.348 -16.338 17.215
C -1.158 -15.991 18.414
C -2.346 -16.940 18.566
O -3.307 -16.768 17.493
C -4.483 -17.495 17.598
N -0.177 -15.984 19.388
H -1.024 -16.523 16.380
H 0.109 -17.314 17.377
H 0.357 -15.606 16.821
H -1.580 -15.000 18.250
H -2.970 -16.701 19.427
H -1.960 -17.957 18.502
H -4.922 -17.580 18.592
H -4.092 -18.501 17.444
H -5.129 -17.303 16.741
H -0.599 -15.675 20.253
H 0.550 -15.284 19.418
C 5.896 -18.975 24.150
C 4.407 -19.200 24.009
C 3.632 -17.869 23.753
O 3.661 -16.883 24.829
C 2.824 -17.120 26.005
N 3.996 -20.112 22.940
H 6.209 -18.343 24.982
H 6.299 -18.423 23.301
H 6.430 -19.921 24.238
H 4.036 -19.640 24.935
H 2.617 -18.106 23.437
H 4.168 -17.459 22.897
H 3.000 -16.313 26.716
H 3.121 -18.049 26.493
H 1.765 -16.961 25.800
H 4.484 -19.761 22.129
H 3.024 -20.008 22.686
C -1.322 -18.251 22.105
C -1.440 -17.741 23.576
C -2.721 -18.297 24.203
O -3.793 -17.664 23.574
C -5.041 -17.725 24.239
N -0.350 -18.302 24.377
H -2.075 -17.988 21.362
H -1.308 -19.333 21.971
H -0.415 -17.879 21.630
H -1.434 -16.653 23.513
H -2.826 -18.064 25.263
H -2.813 -19.383 24.194
H -5.851 -17.283 23.658
H -5.057 -17.263 25.226
H -5.176 -18.804 24.305
H -0.306 -17.814 25.260
H 0.526 -18.099 23.917
C -0.662 -21.461 18.784
C 0.869 -21.282 18.804
C 1.387 -20.458 17.647
O 2.802 -20.377 17.778
C 3.452 -19.522 16.865
N 1.306 -20.731 20.061
H -0.989 -22.094 19.609
H -0.932 -22.031 17.895
H -1.290 -20.570 18.761
H 1.414 -22.224 18.736
H 0.975 -19.452 17.725
H 1.074 -20.902 16.702
H 3.274 -19.777 15.821
H 4.541 -19.559 16.875
H 3.133 -18.495 17.047
H 2.315 -20.743 20.081
H 1.106 -21.334 20.847
C 2.182 -14.631 22.236
C 2.913 -14.248 20.891
C 3.758 -15.367 20.199
O 4.607 -14.999 19.036
C 5.417 -16.113 18.520
N 2.010 -13.780 19.869
H 1.409 -15.393 22.130
H 1.693 -13.742 22.634
H 2.789 -15.058 23.034
H 3.616 -13.420 20.977
H 3.085 -16.161 19.873
H 4.442 -15.781 20.941
H 6.169 -15.737 17.826
H 4.817 -16.833 17.964
H 6.043 -16.668 19.219
H 2.497 -13.294 19.129
H 1.298 -13.081 20.024
O 1.925 -18.206 20.595
H 1.458 -18.998 20.329
H 1.334 -17.490 20.364
O 4.412 -19.058 20.067
H 4.212 -19.709 19.394
H 3.557 -18.790 20.403
O -0.673 -21.126 24.958
H -0.374 -21.534 24.146
H -0.657 -20.186 24.775
O 0.084 -22.488 22.360
H 0.727 -23.113 22.695
H -0.610 -23.032 21.988
```

Its orbital gap is 8.98 eV. Its LUMO energy is 0.3 eV. Its structure (SMILES) is COC[C@H](C)N.COC[C@H](C)N.COC[C@H](C)N.COC[C@H](C)N.COC[C@H](C)N.O.O.O.O. Its energy above the lowest of the compared OMol25 structures with the same formula, charge and spin is 2.688 eV. The value obtained for the max |F| is 5.12 eV Å⁻¹. The total charge is 0.



| no. | HOMO (eV) |
| --- | --- |
| 1 | -3.440 |
| 2 | -9.596 |
| 3 | -8.699 |